{
  "formula": "C30H41F7O6SSiTi",
  "method": "ωB97M-V with the def2-TZVPD basis set",
  "elements": ["Ti", "C", "C", "O", "C", "C", "C", "C", "C", "C", "O", "H", "H", "H", "H", "H", "H", "H", "C", "C", "O", "C", "F", "F", "F", "C", "F", "F", "F", "H", "H", "H", "F", "C", "C", "C", "C", "C", "C", "H", "H", "H", "H", "C", "C", "C", "C", "O", "Si", "S", "O", "C", "C", "C", "C", "O", "C", "C", "C", "C", "H", "H", "H", "H", "H", "H", "H", "H", "H", "H", "H", "H", "H", "H", "H", "H", "H", "H", "H", "H", "H", "H", "H", "H", "H", "H", "H"],
  "coordinates": [[-0.551, 3.265, 0.922], [-3.140, 5.094, 1.760], [-2.490, 3.746, 1.813], [-1.282, 3.727, 2.517], [-3.214, 2.584, 1.345], [-4.580, 2.526, 1.053], [-5.175, 1.437, 0.415], [-4.420, 0.349, 0.031], [-3.046, 0.368, 0.266], [-2.470, 1.445, 0.905], [-1.121, 1.519, 1.036], [-2.390, 5.858, 1.963], [-3.945, 5.210, 2.500], [-3.572, 5.296, 0.776], [-5.206, 3.362, 1.344], [-6.242, 1.455, 0.222], [-4.874, -0.491, -0.478], [-2.385, -0.419, -0.081], [-2.441, 4.400, -2.154], [-1.053, 4.806, -1.649], [-0.956, 4.760, -0.288], [-0.011, 3.809, -2.200], [1.239, 4.179, -1.879], [-0.003, 3.558, -3.518], [-0.251, 2.635, -1.587], [-0.713, 6.232, -2.120], [-0.545, 6.299, -3.464], [-1.710, 7.089, -1.821], [0.395, 6.726, -1.565], [-2.678, 3.413, -1.757], [-2.484, 4.376, -3.243], [-3.174, 5.105, -1.767], [5.499, 2.397, 2.600], [4.196, 2.623, 2.229], [3.695, 3.905, 2.326], [2.370, 4.119, 1.955], [1.538, 3.091, 1.489], [2.117, 1.814, 1.404], [3.436, 1.566, 1.772], [4.330, 4.705, 2.687], [1.980, 5.131, 2.042], [1.532, 0.977, 1.033], [3.867, 0.575, 1.703], [-0.506, -5.955, -1.553], [-0.460, -4.483, -1.963], [-1.823, -3.835, -1.716], [-0.079, -4.361, -3.439], [0.551, -3.890, -1.171], [0.730, -2.260, -0.780], [0.479, -0.937, -2.287], [-0.316, -1.975, 0.477], [-0.291, -2.350, 1.844], [0.182, -3.793, 2.021], [0.610, -1.386, 2.610], [-1.728, -2.216, 2.346], [2.225, -2.317, -0.025], [3.451, -2.842, -0.484], [3.576, -4.285, 0.012], [3.572, -2.802, -2.005], [4.544, -1.972, 0.141], [-1.237, -6.504, -2.150], [-0.773, -6.041, -0.499], [0.477, -6.407, -1.695], [-2.598, -4.360, -2.283], [-1.803, -2.790, -2.023], [-2.071, -3.873, -0.655], [-0.839, -4.826, -4.073], [0.878, -4.859, -3.616], [0.023, -3.307, -3.698], [1.206, -3.908, 1.674], [-0.451, -4.471, 1.445], [0.128, -4.072, 3.078], [1.623, -1.436, 2.211], [0.630, -1.635, 3.674], [0.235, -0.370, 2.489], [-2.380, -2.902, 1.801], [-2.085, -1.201, 2.183], [-1.787, -2.446, 3.413], [2.731, -4.866, -0.354], [3.568, -4.307, 1.104], [4.508, -4.737, -0.340], [2.828, -3.448, -2.471], [4.571, -3.142, -2.292], [3.404, -1.792, -2.374], [4.434, -1.962, 1.226], [4.453, -0.949, -0.225], [5.537, -2.352, -0.110]],
  "lowdin_charge": [1.1300, -0.0759, -0.4583, -0.2268, -0.1520, -0.0668, -0.1435, -0.1219, -0.0315, -0.3078, -0.1881, 0.0739, 0.0667, 0.0630, 0.0895, 0.0795, 0.0855, 0.1066, 0.0377, -0.4470, -0.1972, -0.5534, 0.1584, 0.1567, 0.1194, -0.5482, 0.1316, 0.1357, 0.1601, 0.1020, 0.0941, 0.0887, 0.0012, -0.2924, -0.0525, -0.1274, -0.1887, -0.1021, -0.0204, 0.0991, 0.0896, 0.0864, 0.0958, -0.0441, -0.6756, -0.0476, -0.0553, -0.1829, -0.2369, 0.2099, -0.1730, -0.6419, -0.0301, -0.0224, -0.0278, -0.1752, -0.6641, -0.0392, -0.0580, -0.0407, 0.0745, 0.0714, 0.0766, 0.0794, 0.0539, 0.0747, 0.0748, 0.0763, 0.0326, 0.0633, 0.0722, 0.0795, 0.0725, 0.0819, 0.0751, 0.0796, 0.0685, 0.0794, 0.0725, 0.0772, 0.0753, 0.0668, 0.0780, 0.0628, 0.0777, 0.0828, 0.0761],
  "total_charge": -2,
  "e_tot_ha": -3855.76716,
  "orbital_gap_ev": [5.321, 5.322]
}

{
  "formula": "C30H41F8GeN4SbZr",
  "method": "ωB97M-V with the def2-TZVPD basis set",
  "elements": ["Zr", "N", "C", "C", "N", "C", "C", "N", "C", "C", "N", "H", "H", "H", "H", "H", "H", "H", "H", "H", "H", "H", "H", "H", "H", "H", "H", "H", "H", "C", "Ge", "C", "C", "C", "H", "H", "H", "H", "H", "H", "H", "H", "H", "H", "H", "F", "C", "C", "C", "C", "C", "C", "Sb", "C", "C", "C", "C", "F", "C", "C", "C", "C", "C", "C", "F", "C", "C", "H", "H", "H", "H", "H", "H", "H", "H", "H", "H", "H", "H", "F", "C", "F", "C", "F", "F", "F"],
  "coordinates": [[0.007, -0.640, -0.135], [0.918, -2.398, -1.419], [2.295, -2.200, -1.937], [3.078, -1.326, -0.980], [2.360, -0.049, -0.719], [2.427, 0.848, -1.916], [1.062, 1.373, -2.320], [0.138, 0.225, -2.375], [2.974, 0.640, 0.448], [2.051, 1.720, 0.965], [0.751, 1.099, 1.329], [0.906, -3.175, -0.761], [0.301, -2.693, -2.175], [2.229, -1.742, -2.925], [2.805, -3.153, -2.080], [4.080, -1.131, -1.375], [3.189, -1.840, -0.026], [2.851, 0.291, -2.752], [3.110, 1.677, -1.725], [1.132, 1.894, -3.277], [0.668, 2.088, -1.590], [0.475, -0.453, -3.054], [-0.784, 0.501, -2.720], [3.945, 1.061, 0.174], [3.150, -0.100, 1.227], [1.862, 2.485, 0.211], [2.499, 2.222, 1.824], [0.079, 1.841, 1.531], [0.864, 0.589, 2.205], [-1.259, -3.427, 3.443], [-0.241, -1.785, 3.228], [1.072, -1.519, 4.652], [-1.435, -0.203, 3.271], [0.829, -1.846, 1.515], [-1.497, -3.558, 4.499], [-0.685, -4.295, 3.118], [-2.190, -3.399, 2.880], [0.561, -1.300, 5.590], [1.739, -0.681, 4.434], [1.686, -2.407, 4.800], [-2.335, -0.466, 3.829], [-1.789, 0.165, 2.304], [-0.960, 0.624, 3.806], [0.868, -2.919, 1.296], [1.833, -1.575, 1.861], [-7.530, 1.788, 3.087], [-6.416, 1.716, 2.364], [-5.900, 0.468, 2.059], [-4.739, 0.396, 1.308], [-4.107, 1.560, 0.875], [-4.658, 2.804, 1.190], [-5.816, 2.890, 1.941], [-2.391, 1.512, -0.333], [-1.535, 3.381, 0.180], [-1.208, 4.371, -0.743], [-0.610, 5.554, -0.331], [-0.344, 5.732, 1.015], [0.243, 6.858, 1.414], [-0.682, 4.783, 1.966], [-1.281, 3.609, 1.536], [-3.140, 1.782, -2.288], [-2.362, 2.253, -3.346], [-2.883, 2.356, -4.627], [-4.199, 1.980, -4.833], [-4.705, 2.071, -6.059], [-5.003, 1.521, -3.805], [-4.466, 1.423, -2.533], [-6.409, -0.420, 2.407], [-4.339, -0.578, 1.065], [-4.190, 3.720, 0.850], [-6.262, 3.841, 2.198], [-1.444, 4.251, -1.792], [-0.363, 6.342, -1.031], [-0.497, 4.984, 3.012], [-1.604, 2.891, 2.288], [-1.341, 2.591, -3.189], [-2.299, 2.734, -5.455], [-6.031, 1.254, -4.010], [-5.098, 1.068, -1.727], [-2.557, -1.910, 0.842], [-1.748, -2.206, -0.243], [-1.297, -3.490, -0.043], [-2.648, -2.244, -1.490], [-3.108, -3.434, -1.810], [-3.665, -1.391, -1.376], [-1.890, -1.805, -2.553]],
  "lowdin_charge": [1.5396, -0.0596, -0.1743, -0.1637, -0.2303, -0.1401, -0.2072, -0.0680, -0.1699, -0.1740, -0.0494, 0.0889, 0.1048, 0.1125, 0.1409, 0.1476, 0.1203, 0.1290, 0.1391, 0.1385, 0.0913, 0.0984, 0.0483, 0.1442, 0.1150, 0.1151, 0.1409, 0.0345, 0.0611, -0.1987, 0.7723, -0.2102, -0.2240, -0.4330, 0.0340, 0.0323, 0.0159, 0.0339, 0.0159, 0.0330, 0.0413, -0.0505, 0.0264, 0.0036, -0.0109, 0.1066, -0.2634, 0.0211, -0.1176, -0.3877, -0.1028, 0.0222, 1.5444, -0.4058, -0.1023, 0.0231, -0.2673, 0.1065, 0.0214, -0.1649, -0.3797, -0.1563, 0.0174, -0.2633, 0.1083, 0.0314, -0.1050, 0.1326, 0.0826, 0.1054, 0.1330, 0.0904, 0.1336, 0.1339, 0.1039, 0.0782, 0.1310, 0.1363, 0.1041, -0.0224, -0.4546, 0.0262, -0.5867, 0.2089, 0.1423, 0.0806],
  "total_charge": 2,
  "e_tot_ha": -4549.46156,
  "orbital_gap_ev": 7.745
}

{
  "formula": "C30H41IN6O3P2Ti",
  "method": "ωB97M-V with the def2-TZVPD basis set",
  "elements": ["Ti", "C", "N", "C", "P", "O", "O", "P", "O", "N", "C", "C", "N", "C", "C", "N", "C", "C", "H", "H", "H", "H", "H", "H", "H", "H", "H", "H", "H", "H", "H", "H", "H", "H", "H", "H", "H", "H", "H", "H", "H", "H", "I", "C", "C", "C", "C", "C", "C", "C", "C", "C", "C", "H", "H", "H", "H", "H", "H", "C", "N", "C", "C", "C", "C", "C", "N", "C", "C", "C", "C", "C", "C", "H", "H", "H", "H", "H", "H", "H", "H", "H", "H", "H"],
  "coordinates": [[-0.340, -0.119, 1.206], [2.440, -4.342, -0.194], [1.041, -4.482, -0.599], [0.754, -5.558, -1.537], [-0.011, -3.256, -0.404], [0.502, -2.270, 0.579], [-0.155, -2.573, -1.886], [-0.622, -1.015, -1.917], [-1.303, -0.684, -0.619], [0.724, -0.198, -2.362], [0.893, 0.159, -3.777], [2.007, -0.502, -1.714], [-1.715, -0.972, -3.133], [-1.553, -1.734, -4.367], [-2.617, 0.180, -3.237], [-1.514, -3.869, -0.162], [-2.071, -3.784, 1.196], [-2.547, -3.840, -1.199], [2.761, -5.258, 0.305], [2.547, -3.510, 0.497], [3.093, -4.171, -1.058], [1.173, -6.492, -1.160], [1.183, -5.358, -2.525], [-0.323, -5.694, -1.641], [-0.037, 0.526, -4.206], [1.266, -0.678, -4.380], [1.617, 0.972, -3.830], [1.893, -0.648, -0.643], [2.676, 0.346, -1.862], [2.457, -1.401, -2.151], [-0.816, -2.524, -4.241], [-1.243, -1.092, -5.197], [-2.508, -2.195, -4.633], [-2.676, 0.703, -2.286], [-3.618, -0.165, -3.503], [-2.279, 0.884, -4.005], [-1.291, -3.822, 1.948], [-2.748, -4.625, 1.353], [-2.620, -2.851, 1.335], [-2.121, -3.947, -2.193], [-3.121, -2.908, -1.167], [-3.229, -4.674, -1.028], [2.368, 0.212, 2.556], [2.835, 1.690, 1.132], [4.108, 2.171, 1.131], [4.459, 3.192, 0.214], [3.520, 3.687, -0.637], [2.190, 3.190, -0.636], [1.218, 3.739, -1.505], [-0.058, 3.251, -1.483], [-0.400, 2.179, -0.635], [0.487, 1.569, 0.240], [1.809, 2.133, 0.249], [4.838, 1.786, 1.831], [5.470, 3.581, 0.207], [3.772, 4.486, -1.327], [1.493, 4.563, -2.156], [-0.814, 3.697, -2.124], [-1.432, 1.845, -0.668], [-2.294, 2.273, 2.024], [-1.517, 1.074, 2.311], [-1.465, 0.751, 3.598], [-0.847, -0.475, 3.962], [-0.493, -1.020, 5.194], [0.117, -2.254, 4.907], [0.100, -2.397, 3.524], [-0.501, -1.328, 2.929], [-1.499, 3.563, 2.055], [-2.077, 4.723, 1.548], [-1.386, 5.927, 1.558], [-0.095, 5.981, 2.072], [0.484, 4.827, 2.582], [-0.218, 3.628, 2.582], [-3.114, 2.364, 2.740], [-2.754, 2.172, 1.046], [-1.912, 1.399, 4.346], [-0.635, -0.564, 6.166], [0.526, -2.964, 5.613], [0.507, -3.213, 2.945], [-3.078, 4.682, 1.127], [-1.852, 6.820, 1.159], [0.455, 6.915, 2.073], [1.496, 4.852, 2.971], [0.242, 2.731, 2.976]],
  "lowdin_charge": [0.6818, -0.0789, -0.2905, -0.0898, 0.5009, -0.3317, -0.2654, 0.5267, -0.3313, -0.2507, -0.0796, -0.0729, -0.2942, -0.0994, -0.0718, -0.2762, -0.0698, -0.0991, 0.0872, 0.0764, 0.0859, 0.0874, 0.0875, 0.0741, 0.0639, 0.0911, 0.0923, 0.0501, 0.0967, 0.0923, 0.0800, 0.0809, 0.0901, 0.0727, 0.0899, 0.0844, 0.0558, 0.0879, 0.0930, 0.0691, 0.0875, 0.0882, 1.1744, -0.6058, -0.1689, -0.0911, -0.0491, -0.1794, -0.0545, -0.0820, -0.1652, -0.2341, -0.2658, 0.0833, 0.1000, 0.1086, 0.1051, 0.0998, 0.0677, -0.1730, -0.1338, -0.1173, -0.3838, -0.0701, -0.1132, -0.2434, -0.1254, -0.2130, -0.0541, -0.0933, -0.0982, -0.0704, -0.0395, 0.1204, 0.1052, 0.1292, 0.0942, 0.0827, 0.0828, 0.1114, 0.0966, 0.0965, 0.1051, 0.0888],
  "e_tot_ha": -3552.08341,
  "s2": 2.03,
  "multiplicity": 3,
  "orbital_gap_ev": [4.782, 7.193]
}

{
  "formula": "C30H41N3O3Tl",
  "method": "ωB97M-V with the def2-TZVPD basis set",
  "elements": ["C", "C", "H", "H", "C", "C", "H", "H", "C", "H", "H", "H", "C", "H", "H", "H", "Tl", "O", "C", "O", "C", "O", "N", "C", "C", "H", "H", "H", "H", "C", "C", "H", "H", "H", "C", "C", "C", "C", "C", "C", "C", "N", "C", "C", "C", "C", "C", "C", "C", "N", "C", "C", "C", "C", "H", "H", "H", "H", "H", "H", "H", "H", "H", "H", "H", "H", "H", "H", "H", "H", "H", "H", "H", "H", "H", "H", "H", "H"],
  "coordinates": [[-1.006, -2.183, -8.664], [-1.719, -1.395, -9.521], [-0.864, -3.235, -8.938], [-0.516, -1.756, -7.782], [-1.902, 0.034, -9.266], [-1.805, 0.546, -8.004], [-1.627, -0.106, -7.142], [-2.003, 1.617, -7.874], [-2.336, -1.993, -10.785], [-2.098, -3.064, -10.826], [-1.964, -1.510, -11.706], [-3.437, -1.889, -10.775], [-2.216, 0.948, -10.449], [-3.140, 0.653, -10.978], [-1.393, 0.939, -11.187], [-2.331, 1.977, -10.083], [-0.347, -0.044, -0.093], [0.257, -0.767, -2.096], [1.005, -0.191, -2.957], [1.406, 1.584, -0.376], [1.993, 1.656, -1.482], [2.895, 2.600, -1.626], [1.879, 0.873, -2.647], [3.530, 2.455, -2.916], [2.749, 1.450, -3.699], [4.533, 2.091, -2.706], [3.518, 3.448, -3.348], [3.358, 0.655, -4.138], [2.115, 1.917, -4.462], [0.867, -0.772, -4.226], [-0.058, -1.754, -4.439], [1.571, -0.383, -4.951], [-0.739, -2.134, -3.660], [-0.076, -2.159, -5.447], [2.118, 2.639, 5.796], [0.820, 3.313, 5.366], [-0.216, 3.166, 6.473], [1.100, 4.793, 5.156], [0.320, 2.639, 4.096], [0.212, 3.326, 2.881], [-0.074, 2.610, 1.731], [-0.278, 1.280, 1.780], [-0.214, 0.564, 2.936], [0.063, 1.257, 4.116], [-0.411, -0.917, 2.849], [-0.738, -1.733, 3.926], [-0.992, -3.095, 3.739], [-0.867, -3.664, 2.459], [-0.524, -2.851, 1.396], [-0.279, -1.536, 1.639], [-1.478, -3.962, 4.892], [-2.866, -4.495, 4.557], [-0.519, -5.128, 5.091], [-1.570, -3.186, 6.198], [2.520, 3.113, 6.693], [2.872, 2.734, 5.011], [1.988, 1.575, 6.005], [0.131, 3.646, 7.392], [-1.160, 3.647, 6.204], [-0.440, 2.124, 6.712], [1.868, 4.957, 4.398], [0.208, 5.353, 4.873], [1.468, 5.236, 6.082], [0.362, 4.401, 2.782], [-0.093, 3.082, 0.746], [0.112, 0.653, 5.022], [-0.819, -1.223, 4.874], [-1.038, -4.717, 2.245], [-0.419, -3.192, 0.353], [-2.875, -5.101, 3.649], [-3.253, -5.108, 5.373], [-3.568, -3.670, 4.411], [0.485, -4.773, 5.338], [-0.845, -5.759, 5.922], [-0.434, -5.763, 4.207], [-0.603, -2.794, 6.517], [-2.278, -2.359, 6.134], [-1.921, -3.841, 6.996]],
  "lowdin_charge": [0.0484, -0.3276, 0.0631, 0.0348, -0.3287, 0.0477, 0.0460, 0.0599, -0.0643, 0.0736, 0.0827, 0.0900, -0.0656, 0.0828, 0.0891, 0.0726, 0.9880, -0.2237, -0.3626, -0.0444, -0.4282, 0.0992, 0.1039, -0.0833, -0.0827, 0.1405, 0.1406, 0.1401, 0.1448, -0.0675, 0.1417, 0.1002, 0.1005, 0.0642, -0.0408, -0.5741, -0.0418, -0.0652, -0.1255, 0.0259, -0.1006, -0.0524, -0.1736, 0.0540, -0.1781, 0.0588, -0.1223, 0.0095, -0.0945, -0.0633, -0.5750, -0.0397, -0.0421, -0.0648, 0.0941, 0.0961, 0.0822, 0.0937, 0.0959, 0.0806, 0.0895, 0.0918, 0.0929, 0.1165, 0.1164, 0.1146, 0.1022, 0.1214, 0.1203, 0.0835, 0.0944, 0.0967, 0.0954, 0.0941, 0.0820, 0.0911, 0.0905, 0.0937],
  "total_charge": 1,
  "e_tot_ha": -1729.92527,
  "orbital_gap_ev": 5.474
}